Record 1
A 5-piece molecular cluster, C5H18N2O4 overall in a non-equilibrium geometry, computed with ωB97M-V/def2-TZVPD.

## Properties
HOMO-LUMO gap	9.23	eV
HOMO level	-9.2	eV
energy above the lowest of the compared OMol25 structures with the same formula, charge and spin	93.1	kcal per mole
SMILES string	C=N/C=C/CCN.O.O.O.O
calculated total energy	-611.67070	Eh

Last column: Mulliken charge in e.
Atoms and positions in Å:
C: 1.9776 -1.4706 -1.1954  -0.27
N: 2.0410 -0.2000 -1.1494  -0.48
C: 1.5096 0.6126 -0.1521  -0.38
C: 0.4961 0.3617 0.6855  0.41
C: -0.0004 1.5174 1.5129  -1.02
C: -1.1334 1.1592 2.5035  -0.55
N: -2.4395 1.0110 1.8483  -0.63
H: 1.6035 -2.3422 -0.6873  0.42
H: 2.4086 -1.8637 -2.1177  0.24
H: 2.1430 1.5002 -0.0083  0.33
H: -0.2202 -0.3944 0.5236  0.29
H: -0.5543 2.1964 0.7965  0.21
H: 0.7442 2.2356 1.7686  0.56
H: -1.1558 1.9307 3.3054  0.30
H: -0.8356 0.3068 3.1339  0.29
H: -2.2835 0.9156 0.8521  0.22
H: -2.8144 0.0987 2.1546  0.29
O: -1.6455 1.3971 -2.8990  -0.61
H: -2.3481 0.7532 -2.7980  0.30
H: -1.5122 1.9129 -2.1033  0.32
O: -1.1106 -2.5087 -0.2776  -0.60
H: -1.6976 -2.6773 -1.0183  0.26
H: -1.1054 -3.2848 0.3003  0.31
O: 1.4483 2.0137 -3.0598  -0.64
H: 0.7115 2.0267 -2.4462  0.24
H: 1.8579 1.1594 -2.8677  0.40
O: 1.1451 -3.0435 1.3187  -0.68
H: 0.6760 -2.3536 0.8460  0.11
H: 2.0939 -2.9705 1.2300  0.36

Forces on the atoms, in the same order (eV/Å):
C 0.932 0.218 -2.509
N -0.429 -0.895 0.095
C 0.967 -0.641 1.240
C 0.336 2.350 -0.665
C -2.490 0.308 -1.321
C 1.459 0.829 1.536
N 0.276 -1.138 0.516
H -0.561 0.661 1.298
H 0.194 0.049 -0.191
H -0.534 -0.172 -0.073
H -0.443 -1.253 -0.147
H 0.217 -0.613 0.263
H 0.907 -0.028 1.148
H -0.343 0.071 -0.756
H -0.188 -0.380 -0.608
H -0.097 -0.020 -0.081
H -0.038 0.782 -0.368
O 0.461 0.030 -0.667
H -0.094 0.177 0.482
H -0.513 -0.189 0.288
O 0.107 0.127 0.289
H -0.027 -0.212 0.070
H -0.171 0.017 -0.348
O 0.219 0.028 -0.045
H -0.167 0.005 -0.105
H 0.096 0.038 0.062
O -0.586 -0.904 0.752
H 0.474 0.308 -0.010
H 0.037 0.447 -0.146



Record 2
A 2-piece molecular cluster, C5H18N6 overall in a non-equilibrium geometry, computed with ωB97M-V/def2-TZVPD.

## Properties
HOMO-LUMO gap	11.01	eV
HOMO level	-17.1	eV
energy above the lowest of the compared OMol25 structures with the same formula, charge and spin	69.1	kcal per mole
total charge	+2
calculated total energy	-529.20062	Eh

Last column: Mulliken charge in e.
Atoms and positions in Å:
C: -2.2051 0.2279 -0.5120  -0.50
C: -2.4215 0.5501 0.9668  -1.06
C: -0.7416 1.6578 -2.0137  0.48
N: -1.3999 1.3058 -0.8317  -0.22
N: -0.8846 0.9831 -3.1443  -0.36
N: -0.0190 2.8080 -1.7403  -0.32
H: -1.8019 -0.8191 -0.5277  0.33
H: -3.3341 0.1980 -1.0060  0.36
H: -1.7718 0.2042 1.7360  0.27
H: -3.4406 0.0535 1.2332  0.38
H: -2.1892 2.0447 -0.7845  0.30
H: -1.7222 0.4010 -3.3043  0.28
H: -0.1137 0.8573 -3.9092  0.30
H: 0.1881 3.0467 -0.7466  0.28
H: 0.5220 3.1226 -2.4422  0.22
H: -2.8305 1.5804 1.1156  0.32
C: 0.9477 -2.1969 0.1514  -1.30
C: 2.3413 -1.0114 1.7085  0.57
N: 2.2149 -1.5951 0.4469  -0.29
N: 1.6664 -1.6451 2.6255  -0.24
N: 3.1083 0.0788 1.7687  -0.39
H: 3.0617 -2.0292 0.0675  0.27
H: 1.3836 -2.6876 2.3945  0.28
H: 1.4274 -1.2209 3.4207  0.19
H: 3.1574 0.3916 0.7904  0.29
H: 2.9875 0.7155 2.6196  0.30
H: 1.1035 -2.4754 -0.9758  0.33
H: -0.0031 -1.5308 0.0991  0.52
H: 0.7690 -3.0155 0.7938  0.42

Forces on the atoms, in the same order (eV/Å):
C -3.482 -3.437 1.349
C -5.569 -0.816 0.688
C 0.371 1.085 2.105
N -1.087 4.097 -2.973
N 2.020 -0.544 -1.800
N -2.508 -3.675 1.615
H 0.012 1.121 -0.719
H 2.989 0.093 0.756
H 1.060 0.076 0.117
H 1.688 0.164 -0.159
H 2.375 -0.317 0.616
H 0.772 0.380 0.506
H -1.999 0.857 1.916
H -0.356 -0.449 -1.461
H 2.296 1.925 -2.676
H 1.188 -0.410 -0.076
C -0.772 0.436 -4.010
C 0.306 -1.274 -1.781
N 0.979 1.437 0.772
N 0.328 -3.646 -3.269
N -1.610 0.282 1.190
H -0.534 0.371 -0.009
H 0.633 3.187 1.152
H -1.110 1.461 4.158
H 0.542 0.844 1.045
H 0.800 -0.993 -1.914
H -0.700 -0.278 2.216
H 2.062 -0.596 0.642
H -0.695 -1.382 0.004



Record 3
A 3-piece molecular cluster, C5H18NO2 overall in a non-equilibrium geometry, computed with ωB97M-V/def2-TZVPD.

## Properties
HOMO-LUMO gap (spin up / spin down)	13.15 / 4.45	eV
HOMO level (spin up / spin down)	-19.3 / -18.8	eV
energy above the lowest of the compared OMol25 structures with the same formula, charge and spin	0.0	kcal per mole
total charge	+2
calculated total energy	-405.79359	Eh
2S+1	2

Last column: Mulliken charge in e.
Atoms and positions in Å:
C: -0.4697 1.7331 -1.4336  -1.42
C: -1.0840 0.5247 -0.7761  -0.07
C: -0.1363 -0.6697 -0.4185  0.46
C: 0.3704 -1.2828 -1.7135  -0.99
C: 1.0075 -0.2166 0.5014  -1.20
N: -1.8063 0.9765 0.4794  -0.16
H: 0.0324 1.4715 -2.3594  0.38
H: 0.2617 2.2173 -0.7814  0.37
H: -1.2020 2.4982 -1.6934  0.46
H: -1.8707 0.1140 -1.4139  0.44
H: -0.7264 -1.4176 0.1195  0.32
H: 0.9875 -2.1791 -1.3986  0.18
H: 0.9780 -0.5799 -2.2761  0.41
H: -0.4374 -1.6714 -2.3409  0.42
H: 1.5890 -1.1156 0.7222  0.35
H: 0.6742 0.2006 1.4509  0.30
H: 1.6393 0.5244 0.0126  0.38
H: -1.1785 1.4171 1.1855  0.23
H: -2.2710 0.1968 0.9145  0.39
H: -2.5289 1.6512 0.2414  0.43
H: -0.4537 3.2181 2.6940  0.29
H: -0.2989 1.8491 3.3594  0.29
O: -0.5984 2.2898 2.5589  -0.62
H: 2.1249 -4.2120 0.4073  0.38
H: 3.2075 -3.4281 -0.3717  0.38
O: 2.3347 -3.3102 0.0602  -0.42

Forces on the atoms, in the same order (eV/Å):
C 0.580 0.108 0.162
C -1.017 1.202 -0.464
C 1.162 -1.491 0.223
C -1.047 1.325 0.244
C -0.106 0.589 0.024
N 0.661 -0.312 -0.455
H 0.021 -0.087 -0.084
H 0.005 -0.032 -0.021
H -0.277 -0.132 0.062
H 0.104 -0.178 0.023
H -0.172 0.047 -0.131
H 0.221 -0.510 0.298
H 0.249 -0.203 -0.074
H 0.247 -0.420 -0.070
H -0.038 -0.015 0.034
H -0.014 -0.058 -0.011
H 0.045 -0.082 -0.015
H -0.007 0.315 0.236
H -0.361 -0.484 0.406
H -0.138 0.266 -0.111
H 0.115 0.856 0.130
H 0.017 0.062 0.221
O -0.090 -0.973 -0.345
H -0.205 0.458 -0.382
H -0.221 0.141 -0.122
O 0.263 -0.393 0.223



Record 4
A 3-piece molecular cluster, C5H18NO2 overall in a non-equilibrium geometry, computed with ωB97M-V/def2-TZVPD.

## Properties
HOMO-LUMO gap (spin up / spin down)	12.39 / 4.85	eV
HOMO level (spin up / spin down)	-18.5 / -18.5	eV
energy above the lowest of the compared OMol25 structures with the same formula, charge and spin	42.4	kcal per mole
total charge	+2
calculated total energy	-405.72608	Eh
2S+1	2

Last column: Mulliken charge in e.
Atoms and positions in Å:
C: -1.3338 0.8890 -1.3969  -0.69
C: -1.2016 0.8048 0.0276  -0.60
C: 0.2885 0.9591 0.5454  -0.31
C: 0.3769 1.4601 1.9737  -0.42
C: 1.2458 0.5909 2.8443  -0.92
N: -0.5923 -0.3093 -2.0110  -0.02
H: -0.7543 1.8940 -1.7184  0.37
H: -2.4590 0.8481 -1.6799  0.33
H: -1.8128 1.6218 0.5275  0.51
H: -1.4755 -0.1648 0.4737  0.36
H: 0.8526 -0.0539 0.4558  0.10
H: 0.7950 1.5829 -0.2476  0.44
H: 0.6846 2.5416 1.9420  0.43
H: -0.6559 1.6437 2.3788  0.50
H: 0.5398 0.1680 3.8081  0.34
H: 1.9960 1.3261 3.3950  0.34
H: 1.8708 -0.2069 2.6094  0.44
H: -1.1585 -1.0301 -1.7948  0.24
H: -0.4568 -0.2908 -2.9707  0.40
H: 0.4051 -0.5447 -1.6810  0.15
H: 2.5479 -1.4896 -0.7344  0.34
H: 3.0811 -1.6044 -2.3538  0.33
O: 2.5262 -1.1196 -1.6700  -0.67
H: -1.2277 -3.5892 -1.4443  0.34
H: -2.4669 -3.0889 -0.4151  0.33
O: -1.6154 -2.8377 -0.8632  -0.68

Forces on the atoms, in the same order (eV/Å):
C 0.684 2.084 -2.899
C 0.178 0.727 4.080
C 1.145 -1.205 -1.024
C 1.179 -3.089 -1.424
C -2.351 2.708 3.885
N 2.921 3.037 1.578
H -1.828 -2.293 0.081
H 2.135 0.132 -0.072
H 0.393 -1.047 -0.727
H -0.455 0.228 -0.201
H -0.909 1.700 0.274
H -0.240 -0.026 0.855
H -0.074 0.409 0.158
H 0.329 0.346 0.583
H 1.839 1.356 -1.721
H -1.376 -0.794 0.070
H 0.586 -1.373 -1.719
H -2.360 -4.212 0.972
H -0.190 0.482 -2.721
H -1.260 0.576 -0.024
H 0.785 0.041 -2.349
H -0.828 0.473 1.886
O -0.346 -0.471 0.567
H -1.591 1.503 1.782
H 1.341 -0.286 -1.003
O 0.292 -1.003 -0.887



Copy entry 1 word for word.
A 5-piece molecular cluster, C5H18N2O4 overall in a non-equilibrium geometry, computed with ωB97M-V/def2-TZVPD.

## Properties
HOMO-LUMO gap	9.23	eV
HOMO level	-9.2	eV
energy above the lowest of the compared OMol25 structures with the same formula, charge and spin	93.1	kcal per mole
SMILES string	C=N/C=C/CCN.O.O.O.O
calculated total energy	-611.67070	Eh

Last column: Mulliken charge in e.
Atoms and positions in Å:
C: 1.9776 -1.4706 -1.1954  -0.27
N: 2.0410 -0.2000 -1.1494  -0.48
C: 1.5096 0.6126 -0.1521  -0.38
C: 0.4961 0.3617 0.6855  0.41
C: -0.0004 1.5174 1.5129  -1.02
C: -1.1334 1.1592 2.5035  -0.55
N: -2.4395 1.0110 1.8483  -0.63
H: 1.6035 -2.3422 -0.6873  0.42
H: 2.4086 -1.8637 -2.1177  0.24
H: 2.1430 1.5002 -0.0083  0.33
H: -0.2202 -0.3944 0.5236  0.29
H: -0.5543 2.1964 0.7965  0.21
H: 0.7442 2.2356 1.7686  0.56
H: -1.1558 1.9307 3.3054  0.30
H: -0.8356 0.3068 3.1339  0.29
H: -2.2835 0.9156 0.8521  0.22
H: -2.8144 0.0987 2.1546  0.29
O: -1.6455 1.3971 -2.8990  -0.61
H: -2.3481 0.7532 -2.7980  0.30
H: -1.5122 1.9129 -2.1033  0.32
O: -1.1106 -2.5087 -0.2776  -0.60
H: -1.6976 -2.6773 -1.0183  0.26
H: -1.1054 -3.2848 0.3003  0.31
O: 1.4483 2.0137 -3.0598  -0.64
H: 0.7115 2.0267 -2.4462  0.24
H: 1.8579 1.1594 -2.8677  0.40
O: 1.1451 -3.0435 1.3187  -0.68
H: 0.6760 -2.3536 0.8460  0.11
H: 2.0939 -2.9705 1.2300  0.36

Forces on the atoms, in the same order (eV/Å):
C 0.932 0.218 -2.509
N -0.429 -0.895 0.095
C 0.967 -0.641 1.240
C 0.336 2.350 -0.665
C -2.490 0.308 -1.321
C 1.459 0.829 1.536
N 0.276 -1.138 0.516
H -0.561 0.661 1.298
H 0.194 0.049 -0.191
H -0.534 -0.172 -0.073
H -0.443 -1.253 -0.147
H 0.217 -0.613 0.263
H 0.907 -0.028 1.148
H -0.343 0.071 -0.756
H -0.188 -0.380 -0.608
H -0.097 -0.020 -0.081
H -0.038 0.782 -0.368
O 0.461 0.030 -0.667
H -0.094 0.177 0.482
H -0.513 -0.189 0.288
O 0.107 0.127 0.289
H -0.027 -0.212 0.070
H -0.171 0.017 -0.348
O 0.219 0.028 -0.045
H -0.167 0.005 -0.105
H 0.096 0.038 0.062
O -0.586 -0.904 0.752
H 0.474 0.308 -0.010
H 0.037 0.447 -0.146



Question: Look up the calculated total energy of the fourth one.
Answer: -405.72608 Eh



What did the third record say?
A 3-piece molecular cluster, C5H18NO2 overall in a non-equilibrium geometry, computed with ωB97M-V/def2-TZVPD.

## Properties
HOMO-LUMO gap (spin up / spin down)	13.15 / 4.45	eV
HOMO level (spin up / spin down)	-19.3 / -18.8	eV
energy above the lowest of the compared OMol25 structures with the same formula, charge and spin	0.0	kcal per mole
total charge	+2
calculated total energy	-405.79359	Eh
2S+1	2

Last column: Mulliken charge in e.
Atoms and positions in Å:
C: -0.4697 1.7331 -1.4336  -1.42
C: -1.0840 0.5247 -0.7761  -0.07
C: -0.1363 -0.6697 -0.4185  0.46
C: 0.3704 -1.2828 -1.7135  -0.99
C: 1.0075 -0.2166 0.5014  -1.20
N: -1.8063 0.9765 0.4794  -0.16
H: 0.0324 1.4715 -2.3594  0.38
H: 0.2617 2.2173 -0.7814  0.37
H: -1.2020 2.4982 -1.6934  0.46
H: -1.8707 0.1140 -1.4139  0.44
H: -0.7264 -1.4176 0.1195  0.32
H: 0.9875 -2.1791 -1.3986  0.18
H: 0.9780 -0.5799 -2.2761  0.41
H: -0.4374 -1.6714 -2.3409  0.42
H: 1.5890 -1.1156 0.7222  0.35
H: 0.6742 0.2006 1.4509  0.30
H: 1.6393 0.5244 0.0126  0.38
H: -1.1785 1.4171 1.1855  0.23
H: -2.2710 0.1968 0.9145  0.39
H: -2.5289 1.6512 0.2414  0.43
H: -0.4537 3.2181 2.6940  0.29
H: -0.2989 1.8491 3.3594  0.29
O: -0.5984 2.2898 2.5589  -0.62
H: 2.1249 -4.2120 0.4073  0.38
H: 3.2075 -3.4281 -0.3717  0.38
O: 2.3347 -3.3102 0.0602  -0.42

Forces on the atoms, in the same order (eV/Å):
C 0.580 0.108 0.162
C -1.017 1.202 -0.464
C 1.162 -1.491 0.223
C -1.047 1.325 0.244
C -0.106 0.589 0.024
N 0.661 -0.312 -0.455
H 0.021 -0.087 -0.084
H 0.005 -0.032 -0.021
H -0.277 -0.132 0.062
H 0.104 -0.178 0.023
H -0.172 0.047 -0.131
H 0.221 -0.510 0.298
H 0.249 -0.203 -0.074
H 0.247 -0.420 -0.070
H -0.038 -0.015 0.034
H -0.014 -0.058 -0.011
H 0.045 -0.082 -0.015
H -0.007 0.315 0.236
H -0.361 -0.484 0.406
H -0.138 0.266 -0.111
H 0.115 0.856 0.130
H 0.017 0.062 0.221
O -0.090 -0.973 -0.345
H -0.205 0.458 -0.382
H -0.221 0.141 -0.122
O 0.263 -0.393 0.223



Question: Among the records above, which one has the lowest energy above the lowest of the compared OMol25 structures with the same formula, charge and spin?
Answer: number 3